Record 1
{"formula": "C4H6N2", "method": "wB97M-V/def2-TZVPD", "relative_energy_ev": 5.361, "e_tot_ha": -265.33858, "homo_lumo_gap_ha": 0.319, "homo_ha": -0.33247, "symbols": ["N", "C", "C", "C", "C", "N", "H", "H", "H", "H", "H", "H"], "coordinates": [[-0.566, 0.938, -2.174], [0.032, 0.448, -1.282], [1.165, -0.046, -0.456], [0.741, 0.102, 0.981], [-1.710, -0.066, -0.358], [0.876, -0.859, 1.790], [1.335, -1.104, -0.679], [2.103, 0.493, -0.652], [0.302, 1.078, 1.218], [-2.127, -0.935, -0.897], [-2.557, 0.652, -0.299], [0.501, -0.589, 2.700]], "forces_ev_per_angstrom": [[-0.131, -0.670, 1.046], [-0.959, 0.090, -0.255], [-0.114, -0.077, 0.048], [0.102, -0.194, 0.219], [0.319, 0.091, -0.516], [-0.074, 0.358, -0.038], [-0.096, 0.141, 0.039], [-0.410, 0.076, -0.141], [0.110, -0.166, 0.151], [0.354, 0.242, -0.260], [0.744, 0.180, -0.356], [0.156, -0.073, 0.061]]}

Record 2
{"formula": "C4H5ClO", "method": "wB97M-V/def2-TZVPD", "relative_energy_ev": 5.294, "e_tot_ha": -690.62654, "homo_lumo_gap_ha": 0.375, "homo_ha": -0.35951, "symbols": ["C", "C", "C", "C", "O", "Cl", "H", "H", "H", "H", "H"], "coordinates": [[1.061, -1.535, 1.103], [2.218, -1.190, 0.709], [-1.067, 1.422, -0.230], [-0.395, 0.470, -1.099], [-1.013, 0.109, 0.188], [1.345, 0.484, -1.171], [1.097, -2.663, 1.190], [0.158, -1.072, 1.278], [-0.908, 0.105, -1.953], [-0.497, 1.997, 0.474], [-1.999, 1.875, -0.488]], "forces_ev_per_angstrom": [[0.749, -2.605, 0.372], [1.157, -0.215, -0.057], [0.397, 1.329, 0.463], [-0.064, 0.596, 2.001], [-0.161, -1.639, -1.463], [-0.365, 0.382, -0.587], [0.210, 0.934, 0.157], [-1.595, 0.894, 0.240], [-0.101, -0.454, -0.575], [0.536, 0.859, -0.300], [-0.764, -0.080, -0.251]]}

Record 3
{"formula": "C2H4N2O", "method": "wB97M-V/def2-TZVPD", "relative_energy_ev": 0.562, "e_tot_ha": -263.34262, "smiles": "NCN=C=O", "homo_lumo_gap_ha": 0.388, "homo_ha": -0.37173, "symbols": ["N", "C", "N", "C", "O", "H", "H", "H", "H"], "coordinates": [[0.480, 0.645, -0.208], [-0.100, -0.677, -0.330], [-0.779, -0.974, -1.535], [-0.335, -1.237, -2.657], [-0.261, -1.602, -3.747], [1.360, 0.543, -0.743], [-0.153, 1.269, -0.803], [-0.871, -0.831, 0.411], [0.521, -1.510, -0.035]], "forces_ev_per_angstrom": [[-0.094, 0.111, -1.968], [-1.214, -0.467, 1.994], [1.036, -0.179, -2.796], [-2.122, -0.093, 2.293], [0.846, -0.025, -1.292], [-0.475, 0.765, 0.393], [1.283, -0.892, 1.211], [-0.449, 0.642, 0.460], [1.191, 0.137, -0.295]]}

Question: What is the formula in the second record?
Answer: C4H5ClO